90
Properties=species:S:1:pos:R:3:mulliken_spin:R:1 method="wB97M-V/def2-TZVPD" s_squared=12.011 homo_lumo_gap_ev="7.196 / 7.206" energy_ev=-100201.327 lumo_ev="-8.8 / -8.8" total_charge=+3 spin_multiplicity=7
V 1.745 -0.738 -0.138 3.034
V -2.353 -1.594 -2.165 3.003
B -0.505 -0.697 -0.805 -0.197
H -0.418 -1.212 -1.749 0.014
H 0.150 0.152 -0.688 0.052
H -1.528 -0.382 -0.670 0.041
H -0.337 -1.398 -0.002 0.054
C -1.675 1.749 -5.016 0.002
C -1.856 0.406 -4.280 -0.025
C -0.587 -0.513 -4.436 -0.002
O -0.908 -1.856 -3.877 -0.001
C -0.513 -2.963 -4.716 0.009
N -2.337 0.581 -2.861 -0.037
H -2.471 2.482 -4.883 0.000
H -1.717 1.631 -6.099 0.000
H -0.763 2.262 -4.712 0.000
H -2.750 -0.025 -4.731 0.008
H 0.298 -0.188 -3.890 0.008
H -0.304 -0.436 -5.486 0.000
H 0.424 -2.790 -5.246 0.001
H -1.287 -3.158 -5.459 0.000
H -0.359 -3.758 -3.988 -0.002
H -3.193 1.103 -2.977 0.012
H -1.755 1.296 -2.448 0.013
C 2.787 1.400 2.993 0.005
C 2.104 0.069 3.050 0.015
C 1.431 -0.153 4.378 0.001
O 0.864 -1.427 4.401 0.000
C 0.053 -1.625 5.532 0.000
N 1.129 0.057 1.933 -0.069
H 3.270 1.584 2.034 -0.005
H 3.533 1.384 3.788 0.002
H 2.232 2.265 3.356 0.001
H 2.734 -0.813 2.935 -0.015
H 0.729 0.665 4.537 0.001
H 2.221 -0.059 5.123 0.000
H 0.424 -0.998 6.342 0.000
H -0.154 -2.639 5.876 0.000
H -0.905 -1.293 5.134 0.000
H 0.363 -0.527 2.235 0.013
H 0.747 0.972 2.126 0.004
C 2.721 1.929 -2.712 0.029
C 3.288 1.852 -1.320 0.002
C 4.021 3.043 -0.732 0.004
O 4.754 2.806 0.333 -0.001
C 5.368 3.898 0.999 0.000
N 2.280 1.461 -0.469 -0.080
H 3.474 1.661 -3.452 0.005
H 2.139 2.844 -2.828 0.001
H 1.931 1.191 -2.854 -0.010
H 4.035 1.074 -1.164 0.010
H 3.286 3.773 -0.396 -0.002
H 4.659 3.379 -1.550 0.000
H 4.570 4.494 1.443 0.000
H 5.902 4.494 0.258 0.000
H 6.109 3.607 1.744 0.000
H 1.653 2.245 -0.588 0.056
H 2.658 1.776 0.414 -0.013
C -0.765 3.370 -0.604 0.002
O 0.433 3.481 -0.540 0.001
N -1.400 2.294 -0.422 0.000
N -1.672 4.273 -0.923 0.000
H -2.397 2.253 -0.576 0.002
H -0.848 1.470 -0.232 -0.009
H -1.508 5.269 -0.924 0.000
H -2.566 3.912 -1.224 0.000
C 1.935 -3.758 1.599 0.000
O 1.853 -2.857 0.816 0.013
N 1.353 -3.732 2.774 0.003
N 2.721 -4.726 1.375 0.002
H 0.923 -2.937 3.226 0.001
H 1.445 -4.551 3.357 0.000
H 3.025 -5.265 2.173 0.000
H 3.063 -4.765 0.426 0.000
C -2.932 -2.878 2.839 0.002
O -2.796 -2.355 3.952 0.000
N -2.467 -2.354 1.714 0.010
N -3.478 -4.028 2.687 0.000
H -2.471 -2.897 0.863 0.005
H -2.126 -1.403 1.742 0.003
H -3.851 -4.558 3.462 0.000
H -3.511 -4.407 1.752 0.000
C -4.984 -0.639 -0.335 0.002
O -3.887 -0.941 -0.761 0.018
N -5.638 -1.134 0.670 0.003
N -5.588 0.357 -0.773 0.004
H -6.438 -0.638 1.038 0.000
H -5.074 -1.610 1.359 -0.001
H -5.203 0.901 -1.532 0.000
H -6.562 0.510 -0.555 0.000